Arrangement P

ORCA calculation (ωB97M-V/def2-TZVPD) on a cluster of 2 separate species, C4H5ClS in total.

For the LUMO energy (alpha / beta), the calculation gives -1.45 / -1.45 eV. As for the HOMO energy (alpha / beta): -8.0 / -8.0 eV.

ORCA input file:
```
! RIJCOSX wB97M-V def2-TZVPD def2/J DEFGRID3
* xyz 0 1
C 1.643 0.540 0.512
C -0.870 -1.382 -0.190
C 0.900 1.275 -0.372
C -1.899 -0.711 0.063
S -0.617 1.935 0.015
Cl -3.485 -0.318 0.056
H 2.528 0.020 0.249
H 1.299 0.454 1.550
H -0.906 -2.403 -0.631
H 0.124 -0.845 0.173
H 1.282 1.434 -1.425
*
```

Arrangement Q

ORCA calculation (ωB97M-V/def2-TZVPD) on a structure of composition C4H5ClS.

For the LUMO energy, the calculation gives -0.38 eV. As for the HOMO energy: -8.9 eV.

ORCA input file:
```
! RIJCOSX wB97M-V def2-TZVPD def2/J DEFGRID3
* xyz 0 1
C 0.842 0.027 -0.393
C -0.025 -1.079 0.202
C -1.158 -0.065 0.022
C -0.137 1.071 0.207
H 0.760 0.125 -1.532
H -0.103 -2.089 -0.228
H 0.246 -1.092 1.272
H 0.010 1.454 1.223
H -0.343 1.878 -0.487
S -2.719 -0.125 -0.180
Cl 2.626 -0.104 -0.107
*
```

Arrangement R

ORCA calculation (ωB97M-V/def2-TZVPD) on an isolated molecule of C4H5ClS.

Its SMILES is ClC1=CSCC1. For the LUMO energy, the calculation gives 0.88 eV. As for the HOMO energy: -8.1 eV.

ORCA input file:
```
! RIJCOSX wB97M-V def2-TZVPD def2/J DEFGRID3
* xyz 0 1
Cl 0.395 0.524 -2.267
C 0.118 0.136 -0.617
C -1.029 0.342 0.034
S -1.037 -0.217 1.704
C 0.773 -0.448 1.651
C 1.168 -0.612 0.184
H -1.916 0.783 -0.434
H 1.227 0.456 2.068
H 1.062 -1.307 2.266
H 2.171 -0.217 -0.004
H 1.159 -1.660 -0.134
*
```

Relative energies in eV: arrangement P 4.682; arrangement Q 1.164; arrangement R 0.000

Arrangement P

ORCA calculation (ωB97M-V/def2-TZVPD) on an isolated molecule of C7H14N2O4.

Its SMILES is C[C@H](NC(=O)[C@@H](N)[C@@H](C)O)C(=O)O. For the LUMO energy, the calculation gives 0.46 eV. As for the HOMO energy: -10.0 eV.

ORCA input file:
```
! RIJCOSX wB97M-V def2-TZVPD def2/J DEFGRID3
* xyz 0 1
C -2.759 1.308 -0.974
C -2.296 0.445 0.258
N -0.836 0.198 0.088
C 0.098 1.153 0.078
O -0.201 2.349 0.111
C 1.534 0.612 0.240
N 1.904 0.376 1.626
C 1.756 -0.749 -0.451
C 3.292 -0.938 -0.670
O 1.250 -1.836 0.288
C -3.063 -0.906 0.350
O -4.108 -1.006 0.952
O -2.541 -1.962 -0.276
H -2.324 0.870 -1.870
H -2.474 2.346 -0.897
H -3.857 1.266 -1.044
H -2.514 1.031 1.169
H -0.488 -0.741 0.250
H 2.151 1.401 -0.229
H 1.035 0.420 2.156
H 2.386 1.205 2.039
H 1.371 -0.768 -1.445
H 3.849 -0.863 0.287
H 3.622 -0.187 -1.429
H 3.459 -1.946 -1.181
H 1.424 -1.495 1.182
H -1.669 -1.585 -0.607
*
```

Arrangement Q

ORCA calculation (ωB97M-V/def2-TZVPD) on an isolated molecule of C7H14N2O4.

Its SMILES is C[C@H](NC(=O)[C@@H](N)[C@@H](C)O)C(=O)O. For the LUMO energy, the calculation gives 0.41 eV. As for the HOMO energy: -10.0 eV.

ORCA input file:
```
! RIJCOSX wB97M-V def2-TZVPD def2/J DEFGRID3
* xyz 0 1
C -2.349 -1.669 0.539
C -1.903 -0.574 -0.324
N -0.618 -0.020 0.138
C 0.401 -0.091 -0.773
O 0.534 -1.055 -1.533
C 1.453 0.968 -0.582
N 0.968 2.056 0.381
C 2.765 0.382 -0.001
C 2.383 -0.529 1.141
O 3.565 -0.323 -0.985
C -2.846 0.586 -0.483
O -2.473 1.710 -0.453
O -4.111 0.453 -0.345
H -1.785 -2.555 0.291
H -2.400 -1.298 1.618
H -3.420 -1.938 0.336
H -1.764 -0.837 -1.395
H -0.704 0.848 0.702
H 1.591 1.422 -1.542
H 1.542 2.851 0.294
H 0.044 2.252 -0.095
H 3.305 1.266 0.302
H 3.301 -0.935 1.580
H 1.865 -1.379 0.673
H 1.776 0.054 1.848
H 3.088 -1.119 -1.186
H -4.207 -0.527 -0.146
*
```

Relative energies in eV: arrangement P 0.000; arrangement Q 0.533

Arrangement P

ORCA calculation (ωB97M-V/def2-TZVPD) on an isolated molecule of C3H2ClNOS.

For the LUMO energy (alpha / beta), the calculation gives -1.01 / -1.01 eV. As for the HOMO energy (alpha / beta): -8.8 / -8.8 eV.

ORCA input file:
```
! RIJCOSX wB97M-V def2-TZVPD def2/J DEFGRID3
* xyz 0 1
C -0.401 -1.023 -0.046
C -1.104 0.197 0.185
C 0.982 -0.965 -0.054
N 1.445 1.041 0.075
O -0.176 2.857 0.249
S -0.001 1.500 -0.066
Cl 2.298 -1.980 0.139
H -0.871 -2.061 -0.389
H -2.171 0.436 -0.092
*
```

Arrangement Q

ORCA calculation (ωB97M-V/def2-TZVPD) on a cluster of 2 separate species, C3H2ClNOS in total.

For the LUMO energy, the calculation gives -3.34 eV. As for the HOMO energy: -9.3 eV.

ORCA input file:
```
! RIJCOSX wB97M-V def2-TZVPD def2/J DEFGRID3
* xyz 0 1
C -2.469 2.401 0.052
C -0.474 -0.825 0.626
C -0.029 0.585 0.694
N -2.292 2.806 1.124
O -1.334 -1.333 1.357
S -2.693 1.630 -1.345
Cl -0.467 1.582 1.925
H 0.156 -1.500 -0.202
H 0.640 1.047 -0.017
*
```

Arrangement R

ORCA calculation (ωB97M-V/def2-TZVPD) on an isolated molecule of C3H2ClNOS.

Its SMILES is O=C1S[C@@H]1/C=N/Cl. For the LUMO energy, the calculation gives 0.07 eV. As for the HOMO energy: -10.0 eV.

ORCA input file:
```
! RIJCOSX wB97M-V def2-TZVPD def2/J DEFGRID3
* xyz 0 1
O -2.356 -0.002 -1.370
C -1.596 0.199 -0.504
S -1.483 1.337 0.849
C -0.611 -0.158 0.464
C 0.830 -0.193 0.070
N 1.756 0.582 0.409
Cl 3.235 0.301 -0.190
H -0.639 -1.124 1.063
H 0.862 -0.942 -0.792
*
```

Relative energies in eV: arrangement P 3.156; arrangement Q 1.154; arrangement R 0.000

Arrangement P

ORCA calculation (ωB97M-V/def2-TZVPD) on a cluster of 2 separate species, CH3O2Si in total.

For the LUMO energy, the calculation gives 3.67 eV. As for the HOMO energy: -2.0 eV.

ORCA input file:
```
! RIJCOSX wB97M-V def2-TZVPD def2/J DEFGRID3
* xyz -1 1
C 1.988 -0.104 -0.154
O 2.106 0.976 0.275
O 2.237 -1.252 -0.389
Si -1.254 -0.212 -0.164
H -0.854 0.214 1.346
H -1.577 1.186 -0.973
H -2.647 -0.808 0.059
*
```

Arrangement Q

ORCA calculation (ωB97M-V/def2-TZVPD) on a structure of composition CH3O2Si.

For the LUMO energy, the calculation gives 4.40 eV. As for the HOMO energy: -3.5 eV.

ORCA input file:
```
! RIJCOSX wB97M-V def2-TZVPD def2/J DEFGRID3
* xyz -1 1
C -1.494 -1.173 0.891
O -0.725 -2.082 0.778
O -1.042 0.125 -0.358
Si 0.457 0.690 -0.305
H 1.439 -0.418 -0.409
H 0.464 1.397 -1.575
H 0.902 1.461 0.977
*
```

Relative energies in eV: arrangement P 0.775; arrangement Q 0.000